{
  "formula": "C26H22F6O5S",
  "method": "the ωB97M-V functional and the def2-TZVPD basis",
  "symbols": ["F", "C", "F", "F", "C", "C", "C", "C", "C", "C", "C", "C", "C", "C", "F", "F", "F", "C", "C", "C", "C", "H", "H", "H", "H", "H", "H", "H", "H", "H", "C", "C", "O", "C", "C", "O", "C", "S", "C", "C", "C", "C", "C", "C", "O", "O", "O", "H", "H", "H", "H", "H", "H", "H", "H", "H", "H", "H", "H", "H"],
  "coordinates": [[-5.6247, 3.4731, -3.0780], [-5.4761, 2.1876, -3.5443], [-6.5477, 1.4704, -3.0994], [-5.5807, 2.2538, -4.9115], [-4.1581, 1.6009, -3.1068], [-4.0855, 0.4479, -2.3244], [-2.8520, -0.0626, -1.9624], [-1.6318, 0.6003, -2.2996], [-0.3916, -0.0016, -1.9612], [0.8527, 0.5560, -2.4073], [1.1390, 1.9265, -2.1788], [2.3801, 2.4634, -2.4543], [3.3431, 1.6841, -3.0841], [4.6792, 2.2778, -3.4441], [5.7145, 1.4743, -3.0335], [4.8168, 2.4359, -4.8001], [4.8758, 3.5085, -2.8813], [3.0706, 0.3612, -3.4288], [1.8320, -0.1826, -3.1348], [-1.7609, 1.7983, -3.0784], [-2.9970, 2.2735, -3.4819], [-5.0029, -0.0400, -2.0009], [-2.8067, -0.9964, -1.4020], [-0.4111, -1.0327, -1.6149], [0.3700, 2.5601, -1.7358], [2.6074, 3.4819, -2.1460], [3.8493, -0.2429, -3.8919], [1.6095, -1.2086, -3.4491], [-0.8866, 2.3610, -3.4044], [-3.0554, 3.1794, -4.0761], [3.7153, -2.7876, -0.2348], [2.7432, -1.6850, -0.5177], [1.6585, -1.7818, 0.4437], [1.0994, -0.6099, 0.8428], [-0.0535, -0.9051, 1.7382], [-1.0211, -0.0507, 1.9698], [-0.6668, 1.3234, 2.4798], [0.5727, -2.0022, 3.1430], [-0.4757, -1.8535, 4.6090], [0.1156, -1.6769, 5.8677], [-0.6819, -1.7023, 7.0191], [-2.0557, -1.9525, 6.9151], [-2.6338, -2.1364, 5.6537], [-1.8458, -2.0901, 4.5009], [0.4820, -3.3691, 2.6793], [1.8387, -1.4313, 3.5848], [1.4979, 0.5299, 0.5862], [4.3066, -2.9506, -1.1340], [4.3690, -2.4598, 0.5745], [3.2030, -3.7068, 0.0533], [3.1987, -0.6942, -0.4356], [2.2942, -1.7979, -1.5083], [-1.5845, 1.6384, 2.9807], [0.1716, 1.2588, 3.1868], [-0.4264, 1.9282, 1.5981], [1.1913, -1.5290, 5.9401], [-0.2200, -1.5325, 7.9936], [-2.6722, -2.0066, 7.8127], [-3.7046, -2.3256, 5.5582], [-2.2873, -2.2498, 3.5155]],
  "mulliken_charge": [-0.249, 0.835, -0.276, -0.250, 0.323, -0.775, -0.785, 1.086, -0.729, 1.117, -0.664, -0.686, 0.201, 0.777, -0.259, -0.251, -0.278, -0.436, -1.058, -0.227, -1.437, 0.448, 0.374, 0.532, 0.674, 0.456, 0.434, 0.425, 0.535, 0.384, -1.526, 0.311, -0.305, 0.912, -0.178, -0.343, -0.636, 1.460, 0.154, -0.323, -0.491, -0.401, -0.578, -0.428, -0.669, -0.651, -0.637, 0.446, 0.332, 0.314, 0.406, -0.120, 0.252, 0.324, 0.193, 0.452, 0.368, 0.369, 0.364, 0.387],
  "gap_ev": 3.3,
  "energy_ev": -64691.6757,
  "e_above_lowest_ev": 0.0472,
  "total_charge": 0,
  "spin_multiplicity": 1
}

=====

{
  "formula": "C26H22I2IrO2",
  "method": "the ωB97M-V functional and the def2-TZVPD basis",
  "symbols": ["Ir", "C", "C", "C", "C", "C", "C", "C", "C", "C", "H", "H", "H", "H", "H", "H", "H", "H", "H", "H", "H", "H", "I", "C", "C", "C", "C", "C", "C", "C", "C", "C", "C", "H", "H", "H", "H", "H", "H", "I", "C", "C", "C", "C", "C", "C", "C", "O", "O", "H", "H", "H", "H"],
  "coordinates": [[0.0843, 0.3523, -0.3095], [2.0959, 2.7635, -0.1836], [1.6506, 1.6444, 0.7201], [2.4503, 0.5344, 0.9598], [2.2685, -0.3166, 2.1012], [3.3088, -1.3473, 2.4034], [1.1626, -0.1289, 2.8754], [0.1756, 0.8385, 2.5310], [-1.0624, 0.9736, 3.3576], [0.4360, 1.7335, 1.4890], [2.7294, 3.4440, 0.3891], [1.2544, 3.3331, -0.5693], [2.6972, 2.3881, -1.0126], [3.3382, 0.3986, 0.3502], [4.2410, -0.8611, 2.6997], [3.5315, -1.9505, 1.5211], [2.9993, -2.0031, 3.2140], [0.9965, -0.7527, 3.7463], [-0.8238, 1.5565, 4.2517], [-1.4288, 0.0047, 3.6954], [-1.8549, 1.4924, 2.8224], [-0.2028, 2.6009, 1.3704], [0.9821, 0.0471, -2.7195], [0.5615, -1.9765, -2.5897], [0.6210, -2.7695, -3.7253], [0.3760, -4.1307, -3.6091], [0.0873, -4.6717, -2.3677], [0.0383, -3.8640, -1.2222], [-0.2268, -4.4446, 0.0360], [-0.2803, -3.6543, 1.1815], [-0.0765, -2.2960, 1.0900], [0.1883, -1.6184, -0.1325], [0.2678, -2.4612, -1.3134], [0.8504, -2.3412, -4.6922], [0.4152, -4.7614, -4.4865], [-0.1099, -5.7319, -2.2720], [-0.3835, -5.5143, 0.1008], [-0.4954, -4.1110, 2.1383], [-0.1535, -1.7115, 1.9903], [-6.7789, 3.8536, -4.5111], [-5.1578, 3.0872, -3.4775], [-4.1905, 3.9538, -2.9720], [-3.1012, 3.4427, -2.2955], [-2.9834, 2.0629, -2.1155], [-3.9610, 1.1975, -2.6121], [-5.0455, 1.7097, -3.2949], [-1.8265, 1.5355, -1.4264], [-0.7987, 2.2115, -1.1023], [-1.7521, 0.2709, -1.1034], [-4.2919, 5.0207, -3.1110], [-2.3428, 4.1060, -1.9019], [-3.8693, 0.1305, -2.4590], [-5.8048, 1.0475, -3.6860]],
  "mulliken_charge": [0.920, -1.462, 0.471, -0.480, 1.010, -1.706, -0.685, 0.973, -1.807, -0.744, 0.399, 0.290, 0.398, 0.517, 0.416, 0.370, 0.385, 0.436, 0.410, 0.361, 0.412, 0.646, 0.134, 1.113, -0.736, -0.707, -0.822, 0.857, -0.645, -1.199, -0.107, 0.151, 0.367, 0.448, 0.441, 0.461, 0.466, 0.486, 0.309, 0.208, -0.061, -0.575, -0.445, 0.282, -0.496, -0.556, 0.783, -0.692, -0.695, 0.400, 0.449, 0.449, 0.402],
  "gap_ev": [5.0, 3.6],
  "energy_ev": -50438.0039,
  "e_above_lowest_ev": 1.1705,
  "total_charge": 2,
  "spin_multiplicity": 2
}

=====

{
  "formula": "C26H22N5O2STi",
  "method": "the ωB97M-V functional and the def2-TZVPD basis",
  "symbols": ["Ti", "O", "C", "C", "C", "C", "C", "C", "C", "N", "C", "C", "N", "C", "C", "C", "C", "C", "C", "C", "O", "H", "H", "H", "H", "H", "H", "H", "H", "H", "H", "H", "H", "H", "H", "N", "C", "C", "C", "C", "C", "C", "C", "C", "N", "C", "H", "H", "H", "H", "H", "H", "H", "H", "S", "C", "N"],
  "coordinates": [[-0.2115, 0.9446, 0.7223], [-0.4398, -0.8773, 1.0830], [-1.0035, -1.6365, 1.9981], [-1.4081, -2.9388, 1.6836], [-2.0261, -3.7158, 2.6424], [-2.2341, -3.2407, 3.9431], [-1.7835, -1.9791, 4.2679], [-1.1638, -1.1734, 3.3119], [-0.5377, 0.0837, 3.7071], [0.0577, 0.8561, 2.8943], [0.7678, 2.0340, 3.3827], [1.9940, 2.1298, 2.5013], [1.5098, 2.0631, 1.1026], [2.2625, 2.5978, 0.2177], [1.9319, 2.7443, -1.1871], [2.9075, 3.1983, -2.0816], [2.6251, 3.3441, -3.4198], [1.3304, 3.0456, -3.8720], [0.3463, 2.6267, -3.0048], [0.6342, 2.4685, -1.6429], [-0.2844, 2.0956, -0.7855], [-1.2486, -3.2984, 0.6738], [-2.3550, -4.7150, 2.3810], [-2.7229, -3.8585, 4.6840], [-1.8985, -1.5999, 5.2790], [-0.5504, 0.3352, 4.7707], [1.0290, 1.9618, 4.4388], [0.1369, 2.9104, 3.2277], [2.6468, 1.2806, 2.6983], [2.5511, 3.0485, 2.6747], [3.2300, 2.9925, 0.5344], [3.8984, 3.4306, -1.7030], [3.3840, 3.6898, -4.1083], [1.0957, 3.1517, -4.9247], [-0.6579, 2.4121, -3.3491], [-2.1314, 0.0077, -1.0903], [-1.6444, -1.1423, -1.6950], [-2.4977, -2.1174, -2.1490], [-2.0249, -3.3066, -2.7395], [-0.6904, -3.5304, -2.8848], [0.2261, -2.5663, -2.4010], [1.6242, -2.7739, -2.4815], [2.4786, -1.8584, -1.9648], [1.9323, -0.7148, -1.3445], [0.6535, -0.4727, -1.2552], [-0.2283, -1.3793, -1.7917], [-1.6330, 0.8690, -1.2586], [-3.1325, 0.1220, -1.0955], [-3.5658, -1.9547, -2.0543], [-2.7394, -4.0396, -3.0922], [-0.3153, -4.4327, -3.3516], [1.9935, -3.6779, -2.9538], [3.5516, -1.9919, -2.0033], [2.5967, 0.0218, -0.9051], [-3.7212, 3.9453, 1.1508], [-2.6585, 2.7319, 1.2665], [-1.8874, 1.8491, 1.3528]],
  "mulliken_charge": [-0.193, 0.231, 0.595, -0.573, -0.581, -0.799, -0.631, 0.276, -0.077, 0.086, -0.890, -0.861, 0.206, -0.170, 0.370, -0.785, -0.709, -0.520, -0.334, 0.464, -0.385, 0.370, 0.421, 0.390, 0.370, 0.261, 0.464, 0.247, 0.281, 0.460, 0.319, 0.381, 0.413, 0.393, 0.468, 0.007, 0.134, -0.694, -0.768, -0.904, 0.847, -0.857, -1.044, -0.226, 0.766, 0.474, 0.188, 0.245, 0.390, 0.394, 0.388, 0.401, 0.425, 0.359, -0.424, 0.550, -0.612],
  "gap_ev": [6.7, 7.5],
  "energy_ev": -72819.5104,
  "e_above_lowest_ev": 0.9254,
  "total_charge": 0,
  "spin_multiplicity": 2
}

=====

{
  "formula": "C26H23Br2N4O4Y",
  "method": "the ωB97M-V functional and the def2-TZVPD basis",
  "symbols": ["Y", "O", "N", "O", "C", "C", "C", "C", "C", "C", "N", "C", "C", "N", "C", "C", "C", "C", "H", "H", "H", "H", "H", "H", "H", "C", "C", "C", "C", "C", "C", "Br", "C", "C", "Br", "C", "O", "C", "N", "H", "H", "H", "H", "H", "H", "C", "C", "O", "C", "C", "H", "H", "H", "H", "H", "H", "H", "H", "H", "H"],
  "coordinates": [[-0.0344, -0.3474, -0.3201], [2.1778, 6.6693, -0.2036], [3.0082, 6.0101, -0.7925], [4.0125, 6.4188, -1.3173], [2.8019, 4.5442, -0.7954], [3.9031, 3.7785, -0.6962], [3.7794, 2.3547, -0.6068], [4.9002, 1.5153, -0.4882], [4.7186, 0.1595, -0.3998], [3.4166, -0.3404, -0.4307], [2.3350, 0.4239, -0.5418], [2.5090, 1.7688, -0.6213], [1.3426, 2.6085, -0.7851], [0.1375, 1.9897, -0.8792], [-0.9496, 2.7132, -1.1135], [-0.9041, 4.1016, -1.2529], [0.2974, 4.7482, -1.1271], [1.4705, 4.0010, -0.8801], [4.8799, 4.2430, -0.6747], [5.8934, 1.9457, -0.4737], [5.5507, -0.5235, -0.3116], [3.2501, -1.4096, -0.3726], [-1.8782, 2.1596, -1.2039], [-1.8123, 4.6482, -1.4616], [0.3514, 5.8216, -1.2214], [1.5372, -3.6837, -0.8349], [0.0425, -3.7752, -0.8828], [-0.6050, -5.0191, -0.9179], [-1.9743, -5.0725, -0.9196], [-2.7278, -3.8834, -0.9165], [-4.1523, -3.8262, -0.9339], [-5.1611, -5.4105, -0.9165], [-4.7934, -2.6214, -0.9591], [-4.0610, -1.4124, -0.9823], [-4.9869, 0.2158, -1.0219], [-2.6908, -1.4218, -0.9733], [-1.9383, -0.3134, -1.0205], [-2.0092, -2.6727, -0.9140], [-0.6381, -2.6334, -0.8691], [2.0026, -4.6558, -0.9782], [1.8673, -3.3169, 0.1436], [1.9100, -3.0193, -1.6184], [-0.0129, -5.9225, -0.9380], [-2.4893, -6.0237, -0.9354], [-5.8733, -2.5745, -0.9701], [-0.3031, -2.3773, 2.6705], [-1.2203, -1.1820, 2.6459], [-0.5647, -0.0931, 1.9188], [-0.9300, 1.2358, 2.4157], [-2.3743, 1.5769, 2.1470], [-0.7853, -3.1932, 3.2095], [0.6341, -2.1459, 3.1756], [-0.0942, -2.7592, 1.6668], [-1.4191, -0.8204, 3.6548], [-2.1764, -1.3908, 2.1607], [-0.2366, 1.9237, 1.9281], [-0.6940, 1.2338, 3.4809], [-2.6400, 1.4325, 1.0975], [-2.5472, 2.6221, 2.4044], [-3.0523, 0.9773, 2.7534]],
  "mulliken_charge": [2.010, -0.540, 0.943, -0.533, 0.121, -1.103, 1.094, -0.494, -1.126, 0.073, -0.262, -0.277, 0.021, -0.184, -0.272, -1.060, -0.606, 0.890, 0.542, 0.501, 0.452, 0.387, 0.519, 0.493, 0.563, -1.312, 0.891, -1.061, -0.838, 1.000, -0.266, -0.149, -0.364, -0.059, -0.120, 0.483, -0.680, 0.005, -0.244, 0.466, 0.261, 0.301, 0.448, 0.407, 0.469, -1.093, -0.363, -0.344, -0.341, -1.082, 0.445, 0.331, 0.134, 0.555, 0.250, 0.344, 0.418, 0.175, 0.410, 0.375],
  "gap_ev": 6.6,
  "energy_ev": -182602.0641,
  "e_above_lowest_ev": 0.0173,
  "total_charge": 2,
  "spin_multiplicity": 1
}